Molecular formula: C24H17N5OS
Method: DFT, ωB97M-V with the def2-TZVPD basis set

```
48
Properties=species:S:1:pos:R:3:lowdin_charge:R:1
N 0.98 4.32 -4.00 0.111
N 4.59 1.76 -3.53 0.116
N 3.95 1.42 0.89 0.198
C 1.55 3.51 -3.37 -0.226
C 3.56 2.10 -3.12 -0.265
C 3.33 1.05 -0.02 -0.162
N 0.43 2.12 -1.24 0.101
O -0.40 2.65 0.26 0.011
S 2.50 -2.95 -0.42 1.036
C 1.63 1.74 -1.58 -0.191
C 3.09 -3.71 1.07 -0.376
C 2.98 -2.91 2.17 -0.162
C 2.31 -1.66 1.84 -0.106
C 2.02 -1.55 0.48 -0.529
C -3.99 -0.07 -2.06 -0.075
C -4.08 0.80 -0.94 -0.068
C -2.73 -0.43 -2.59 -0.092
C -2.56 -1.46 3.10 -0.007
C -2.90 1.29 -0.34 -0.025
C -1.62 0.12 -2.04 -0.041
C -2.03 -0.21 3.40 -0.007
C -2.09 -2.13 1.97 0.012
C -1.64 0.88 -0.82 -0.113
C -1.03 0.31 2.60 0.012
C -1.11 -1.55 1.17 0.014
C 2.27 2.49 -2.63 -0.208
N -0.60 -0.35 1.50 0.034
C 2.34 0.52 -0.93 -0.179
C -0.32 1.39 -0.26 -0.460
C 1.34 -0.40 -0.26 -0.240
C 0.39 0.42 0.68 -0.090
H 0.02 3.03 -0.54 0.001
H 3.55 -4.69 1.11 0.068
H 3.33 -3.17 3.17 0.108
H 2.09 -0.87 2.52 0.101
H -4.92 -0.46 -2.50 0.102
H -5.08 1.06 -0.56 0.103
H -2.63 -1.02 -3.50 0.109
H -3.36 -1.86 3.68 0.112
H -2.97 2.00 0.52 0.123
H -0.65 -0.06 -2.51 0.117
H -2.39 0.37 4.26 0.130
H -2.46 -3.11 1.67 0.126
H -0.59 1.28 2.88 0.168
H -0.74 -2.06 0.25 0.160
H 2.86 -0.06 -1.70 0.158
H 0.75 -0.88 -1.06 0.130
H 1.03 1.00 1.34 0.161
```

Calculated values
Energy relative to the best compared isomer or geometry (same formula, charge and spin)   482.1 kJ/mol
E_HOMO   -6.79 eV
Calculated total energy   -45490.970 eV

Molecular formula: C24H18BCl6F6O3S
Method: DFT, ωB97M-V with the def2-TZVPD basis set

```
59
Properties=species:S:1:pos:R:3:lowdin_charge:R:1
Cl 2.24 -1.42 2.78 1.065
C -0.43 -1.15 0.29 -0.638
Cl 0.86 -0.33 -0.50 0.648
C -0.54 -2.60 -0.02 -0.538
O 0.23 -3.21 -0.76 -0.078
C -1.63 -3.29 0.72 -0.655
Cl -2.01 -4.87 0.16 0.676
C -2.44 -2.58 1.60 -0.733
Cl -3.80 -3.39 2.29 0.638
C -2.15 -1.24 1.99 -0.788
Cl -3.25 -0.38 2.96 0.637
C -1.05 -0.59 1.40 -0.767
Cl -0.59 0.96 1.99 0.647
C 5.57 -2.02 9.52 -0.126
C 5.10 -2.27 8.14 -0.609
C 5.25 -3.43 7.39 -0.136
C 4.67 -3.35 6.10 -0.116
C 4.04 -2.15 5.87 -0.365
B 3.59 -1.47 4.48 -1.165
C 2.19 -2.44 4.34 -0.402
C 1.12 -2.19 5.29 0.085
C 0.02 -3.00 5.28 -0.072
C -1.13 -2.69 6.20 -0.520
F -1.31 -3.69 7.11 0.128
F -0.94 -1.53 6.90 0.126
F -2.31 -2.55 5.52 0.117
C -0.06 -4.10 4.42 0.120
C 1.07 -4.48 3.69 -0.079
C 1.08 -5.65 2.74 -0.527
F 1.28 -5.21 1.46 0.137
F 2.09 -6.52 3.02 0.127
F -0.08 -6.34 2.76 0.124
C 2.25 -3.79 3.81 0.038
O 3.26 -0.10 4.72 -0.075
C 4.24 0.87 4.41 -0.139
C 5.16 0.49 3.22 -0.517
C 4.45 0.71 1.90 -0.046
C 6.38 1.38 3.28 -0.063
C 5.67 -0.97 3.37 -0.126
O 4.64 -1.89 3.62 -0.039
S 4.24 -1.10 7.23 1.120
H 6.01 -2.94 9.90 0.075
H 6.32 -1.23 9.56 0.074
H 4.73 -1.74 10.17 0.074
H 5.76 -4.29 7.80 0.100
H 4.72 -4.14 5.37 0.114
H 1.15 -1.27 5.87 0.149
H -0.97 -4.69 4.35 0.149
H 3.09 -4.00 3.14 0.150
H 3.70 1.80 4.20 0.140
H 4.83 0.99 5.33 0.111
H 5.13 0.48 1.07 0.095
H 3.56 0.07 1.83 0.014
H 4.14 1.76 1.83 0.094
H 7.07 1.14 2.45 0.092
H 6.09 2.44 3.21 0.092
H 6.90 1.21 4.24 0.087
H 6.14 -1.31 2.44 0.138
H 6.39 -1.03 4.20 0.138
```

Calculated values
Energy relative to the best compared isomer or geometry (same formula, charge and spin)   508.6 kJ/mol
E_HOMO   -4.01 eV
Charge   -1
Calculated total energy   -134274.542 eV

Molecular formula: C24H18Br2N8O3STi
Method: DFT, ωB97M-V with the def2-TZVPD basis set

```
57
Properties=species:S:1:pos:R:3:lowdin_charge:R:1
Ti 0.43 -0.21 0.49 0.747
O -1.93 0.06 3.77 0.096
C -1.05 0.28 2.97 -0.459
N -0.02 -0.51 2.53 -0.003
C 0.78 -1.23 3.35 -0.445
O 0.62 -1.58 4.50 0.089
C 2.12 -1.47 2.67 -0.180
C 3.07 -2.28 3.27 0.007
C 4.31 -2.44 2.66 -0.046
C 4.55 -1.77 1.47 -0.049
C 3.55 -0.98 0.93 -0.109
N 2.35 -0.83 1.51 0.026
C -0.97 1.65 2.29 -0.201
C -1.68 2.72 2.79 -0.008
C -1.49 3.97 2.21 -0.052
C -0.62 4.09 1.14 -0.058
C 0.03 2.96 0.67 -0.105
N -0.14 1.75 1.23 0.014
H 2.82 -2.76 4.21 0.122
H 5.07 -3.06 3.11 0.110
H 5.50 -1.85 0.96 0.107
H 3.69 -0.46 -0.01 0.120
H -2.36 2.56 3.62 0.125
H -2.02 4.84 2.59 0.112
H -0.43 5.04 0.67 0.108
H 0.69 3.00 -0.19 0.121
C -3.77 4.00 -1.13 -0.002
C -3.58 2.70 -0.45 -0.338
N -4.12 2.34 0.68 0.140
N -3.66 1.07 0.87 0.051
C -2.84 0.64 -0.09 -0.741
S -2.04 -0.84 -0.24 0.717
N -2.80 1.69 -0.95 -0.085
N -2.04 1.79 -2.12 0.139
H -4.42 4.62 -0.52 0.086
H -4.21 3.86 -2.12 0.086
H -2.80 4.49 -1.26 0.079
H -3.85 0.58 1.73 0.157
H -1.11 1.38 -1.95 0.043
H -2.48 1.23 -2.84 0.108
Br 0.88 1.52 -4.36 0.771
C 0.98 -0.27 -3.77 -0.603
C 1.10 -1.30 -4.72 -0.172
C 1.15 -2.61 -4.33 -0.631
Br 1.34 -3.95 -5.65 0.763
C 1.06 -2.95 -2.96 -0.184
C 1.08 -4.27 -2.45 -0.024
C 0.97 -4.49 -1.11 -0.034
C 0.81 -3.39 -0.25 -0.107
N 0.80 -2.15 -0.69 0.015
C 0.93 -1.91 -2.02 -0.147
C 0.91 -0.52 -2.41 -0.437
O 0.83 0.40 -1.50 -0.245
H 1.16 -1.04 -5.77 0.095
H 1.19 -5.10 -3.14 0.080
H 0.98 -5.49 -0.70 0.109
H 0.70 -3.53 0.82 0.121
```

Calculated values
Energy relative to the best compared isomer or geometry (same formula, charge and spin)   0.0 kJ/mol
2S+1   3
E_HOMO (alpha / beta)   -5.94 / -7.75 eV
Calculated total energy   -217282.938 eV

Molecular formula: C24H18Cl2N2
Method: DFT, ωB97M-V with the def2-TZVPD basis set

```
46
Properties=species:S:1:pos:R:3:lowdin_charge:R:1
C 5.25 3.58 -0.40 -0.065
C 5.36 2.32 0.44 -0.615
C 5.69 2.79 1.87 -0.057
C 6.48 1.44 -0.09 -0.049
C 4.05 1.60 0.48 0.073
C 2.97 1.03 0.56 0.083
C 1.77 0.26 0.60 -0.240
N 0.66 0.95 0.38 0.182
C -0.54 0.34 0.44 -0.179
C -1.74 1.22 0.25 -0.206
C -2.56 1.09 -0.85 -0.028
C -3.67 1.90 -1.00 -0.063
C -3.93 2.95 -0.08 -0.066
C -3.08 3.08 1.02 -0.099
C -2.00 2.19 1.22 -0.559
Cl -1.04 2.36 2.69 0.676
C -0.61 -1.05 0.60 -0.110
C -1.94 -1.70 0.70 -0.202
C -2.81 -1.42 1.76 -0.006
C -4.02 -2.11 1.89 -0.081
C -4.35 -3.04 0.91 -0.633
Cl -5.83 -3.99 1.05 0.640
C -3.50 -3.29 -0.20 -0.095
C -2.30 -2.64 -0.25 -0.043
C 0.54 -1.79 0.79 0.064
C 1.77 -1.13 0.82 -0.150
C 2.96 -1.86 1.06 -0.170
N 3.98 -2.40 1.19 0.172
H 6.24 4.01 -0.55 0.081
H 4.78 3.43 -1.39 0.092
H 4.63 4.35 0.15 0.101
H 5.84 1.95 2.55 0.083
H 6.63 3.33 1.89 0.084
H 4.88 3.43 2.26 0.093
H 6.76 0.61 0.54 0.087
H 6.24 1.12 -1.11 0.093
H 7.37 2.04 -0.13 0.073
H -2.34 0.36 -1.60 0.120
H -4.28 1.83 -1.87 0.095
H -4.76 3.66 -0.28 0.114
H -3.22 3.88 1.77 0.108
H -2.53 -0.68 2.53 0.129
H -4.65 -1.95 2.75 0.106
H -3.70 -4.06 -0.91 0.105
H -1.61 -2.81 -1.08 0.130
H 0.52 -2.83 0.99 0.131
```

Calculated values
E_HOMO   -8.87 eV
Calculated total energy   -53203.827 eV

Molecular formula: C24H18Cl8FGaN3O5
Method: DFT, ωB97M-V with the def2-TZVPD basis set

```
60
Properties=species:S:1:pos:R:3:lowdin_charge:R:1
Ga 2.02 -16.37 14.12 0.456
C -2.66 -18.48 8.24 -0.071
C -2.57 -18.15 9.70 -0.161
N -1.26 -17.54 10.18 -0.012
C -0.45 -18.33 10.93 0.036
C 0.58 -17.86 11.66 0.003
C 1.22 -18.75 12.70 -0.504
O 1.10 -19.97 12.60 0.075
O 1.93 -18.22 13.67 -0.005
C 0.98 -16.45 11.51 -0.217
O 1.99 -15.97 12.16 0.011
C 0.22 -15.67 10.60 -0.042
C 0.40 -14.29 10.44 0.095
C -0.47 -13.50 9.70 -0.165
F -0.14 -12.17 9.73 0.049
C -1.64 -13.98 9.07 -0.156
C -1.87 -15.34 9.38 0.049
C -0.98 -16.21 10.02 -0.109
N -2.49 -13.24 8.32 -0.083
C -3.15 -13.80 7.19 -0.130
C -4.69 -13.61 7.24 -0.069
N -5.07 -12.24 7.73 0.076
C -3.89 -11.27 7.80 -0.091
C -2.76 -11.82 8.61 -0.116
H -3.68 -18.67 7.86 0.087
H -2.03 -19.32 7.94 0.091
H -2.33 -17.60 7.66 0.065
H -2.70 -19.06 10.35 0.140
H -3.32 -17.41 10.04 0.118
H -0.69 -19.40 10.90 0.164
H 1.21 -13.77 10.94 0.146
H -2.81 -15.78 9.05 0.099
H -2.96 -14.86 7.20 0.119
H -2.74 -13.47 6.24 0.136
H -5.23 -14.38 7.83 0.146
H -5.03 -13.73 6.22 0.126
H -5.48 -12.33 8.68 0.194
H -5.80 -11.83 7.10 0.204
H -4.23 -10.33 8.30 0.154
H -3.58 -11.01 6.78 0.144
H -3.04 -11.70 9.69 0.155
H -1.85 -11.20 8.44 0.144
Cl 1.20 -17.64 16.86 0.787
C 2.82 -17.13 16.76 -0.689
C 3.23 -16.48 15.61 -0.240
C 4.50 -15.93 15.46 -0.708
Cl 4.77 -15.09 14.03 0.812
C 5.46 -16.10 16.48 -0.706
Cl 6.93 -15.26 16.44 0.722
C 5.10 -16.90 17.58 -0.715
Cl 6.22 -17.11 18.81 0.733
C 3.79 -17.42 17.76 -0.684
Cl 3.37 -18.26 19.19 0.705
Cl 0.12 -11.74 13.41 0.592
C -0.45 -13.24 14.30 -1.403
Cl -2.01 -13.81 13.57 0.568
Cl -0.67 -12.91 16.04 0.648
C 0.65 -14.32 14.22 -0.747
O 1.83 -13.98 14.26 0.014
O 0.26 -15.57 14.24 -0.038
```

Calculated values
E_HOMO   -10.08 eV
Charge   +1
Calculated total energy   -195156.262 eV

Molecular formula: C24H18ClFeIN2O3S4
Method: DFT, ωB97M-V with the def2-TZVPD basis set

```
54
Properties=species:S:1:pos:R:3:lowdin_charge:R:1
Fe 0.62 -0.46 0.49 0.203
C 4.32 -0.25 -1.73 -0.047
C 3.30 0.69 -2.30 -0.288
N 3.67 1.59 -3.20 0.065
C 2.74 2.43 -3.65 -0.164
C 1.41 2.41 -3.29 -0.171
C 0.46 3.43 -3.88 -0.239
O -0.53 2.87 -4.73 -0.086
C 0.96 1.42 -2.37 -0.112
C -0.39 1.26 -2.01 -0.183
N -0.81 0.17 -1.37 -0.054
C -2.08 -0.22 -1.24 -0.369
C -3.25 0.53 -1.55 -0.040
C -4.50 0.00 -1.37 -0.136
C -4.68 -1.29 -0.90 -0.148
C -3.56 -2.09 -0.66 -0.192
C -2.32 -1.55 -0.83 -0.546
I -0.59 -2.81 -0.69 1.078
C 1.97 0.53 -1.86 -0.306
O 1.71 -0.40 -1.00 -0.270
H 5.33 0.11 -1.95 0.063
H 4.19 -1.25 -2.15 0.075
H 4.17 -0.32 -0.66 0.033
H 3.11 3.17 -4.36 0.089
H 1.01 4.13 -4.51 0.105
H -0.02 4.00 -3.07 0.114
H -0.86 2.08 -4.28 0.056
H -1.11 2.02 -2.30 0.097
H -3.14 1.54 -1.92 0.091
H -5.37 0.60 -1.62 0.087
H -5.67 -1.70 -0.75 0.075
H -3.66 -3.12 -0.35 0.081
O 2.58 4.94 4.89 -0.108
C 2.34 4.09 4.07 -1.082
S 3.38 2.72 3.75 0.925
C 2.39 1.93 2.50 -1.158
C 1.24 2.58 2.16 -1.125
S 0.10 2.04 1.01 0.710
S 0.90 4.08 3.05 0.924
S 2.94 0.46 1.85 0.605
Cl 1.82 -2.62 2.17 0.673
C 0.28 -3.12 2.80 -0.640
C 0.09 -4.40 3.25 -0.140
C -1.17 -4.83 3.63 -0.135
C -2.25 -3.96 3.50 -0.125
C -2.05 -2.67 3.07 -0.066
C -0.77 -2.18 2.73 -0.396
C -0.53 -0.82 2.33 -0.246
H 0.93 -5.07 3.29 0.089
H -1.32 -5.84 3.98 0.080
H -3.24 -4.30 3.74 0.087
H -2.90 -2.00 2.98 0.106
H 0.28 -0.36 2.91 0.024
H -1.43 -0.20 2.39 0.039
```

Calculated values
2S+1   5
E_HOMO (alpha / beta)   0.02 / -1.70 eV
Charge   -2
Calculated total energy   -132654.573 eV